Record 1
C34H40N4O2P2V as an isolated structure in a non-equilibrium geometry, computed with ωB97M-V/def2-TZVPD.

Last column: Löwdin spin population.
Element x y z (Å)
V: -0.440652 0.202697 2.536459  2.753
P: 2.254627 0.780990 -1.791623  0.001
P: -1.453992 1.953580 -1.811862  0.002
O: 0.462038 -0.697800 4.612528  0.012
O: -1.201197 -2.217441 4.260573  0.012
N: 2.309325 -0.569843 -2.947908  0.000
N: 3.837981 1.394700 -2.256618  0.000
N: -2.856989 1.350288 -2.682404  0.000
N: -1.646108 3.626455 -2.356772  0.000
C: 0.374741 -3.652592 8.765466  0.000
C: -0.274481 -4.346953 7.723359  0.000
C: -0.405085 -3.744558 6.463165  0.000
C: -1.562650 4.177347 -3.638164  0.000
C: -0.225033 1.440074 -3.096084  0.000
C: 1.209108 1.945499 -2.784065  0.000
C: -0.139026 0.138470 0.408925  0.058
C: 0.844325 -1.025982 0.359250  0.015
C: -1.785151 5.547886 -3.549035  0.000
C: -1.587086 -0.241046 0.587562  0.026
C: -4.963220 0.577950 -2.977921  0.000
C: 1.950846 -2.679834 -3.720781  0.000
C: -2.037783 5.846616 -2.170780  0.000
C: 0.666585 -2.852217 2.133730  0.016
C: -3.074417 1.235799 -4.060337  0.000
C: 4.649386 1.184061 -3.385798  0.000
C: 1.148641 -1.650280 1.700802  0.008
C: -1.949604 4.661262 -1.460790  0.000
C: 0.827086 -1.822519 7.231110  0.000
C: -4.032416 0.977795 -2.026899  0.000
C: -2.197783 0.609438 3.589454  -0.058
C: 5.657206 2.141327 -3.406896  0.000
C: -1.467627 -2.792057 0.566964  0.010
C: 5.476084 2.975335 -2.248969  0.000
C: 0.958371 -2.403925 8.495787  0.000
C: -0.241100 -1.731191 4.925173  0.002
C: 2.209461 -1.926001 -2.586858  0.000
C: 0.082109 -2.448013 6.224937  0.000
C: 4.367067 2.499183 -1.569777  0.000
C: -2.017595 -1.480130 1.001258  0.049
C: 2.153781 -0.504601 -4.340884  0.000
C: -4.354058 0.737539 -4.270003  0.000
C: 1.919178 -1.783441 -4.834701  0.000
C: -0.487675 -3.539367 1.532368  0.005
H: 3.905102 2.824867 -0.659637  0.000
H: -2.351821 -3.456385 0.512369  0.001
H: -1.072954 -3.985435 2.349210  0.000
H: -5.963998 0.215873 -2.798957  0.000
H: 1.151786 -3.334132 2.983172  0.001
H: 1.512309 -1.867766 9.268564  0.000
H: -1.761879 6.247147 -4.371932  0.000
H: 1.820534 -0.613481 0.001847  0.001
H: -0.493265 1.829318 -4.090420  0.000
H: -1.320845 3.564571 -4.491671  0.000
H: -2.887813 1.219314 2.984470  0.004
H: 0.189704 0.911212 1.207895  0.058
H: -1.568744 1.211318 4.301322  0.004
H: 1.299718 -0.875488 6.988504  0.000
H: -4.801230 0.519497 -5.232744  0.000
H: -2.982158 -1.537942 1.529675  0.002
H: 2.341526 -2.226859 -1.559713  0.000
H: -0.249940 0.338438 -3.155406  0.000
H: 6.082030 3.821289 -1.963660  0.000
H: 0.009656 0.715347 -0.522182  0.003
H: -4.061529 1.018649 -0.947111  0.000
H: -2.320789 0.559101 0.401503  0.007
H: 1.187208 2.913731 -2.246201  0.000
H: 0.527027 -1.760291 -0.386266  0.002
H: -2.692969 -0.236104 4.110591  -0.004
H: 4.470550 0.361861 -4.069143  0.000
H: 1.732292 -2.052145 -5.876024  0.000
H: 1.787531 -3.756390 -3.758635  0.000
H: -0.081114 -4.387271 0.960185  0.000
H: 1.983956 -1.152289 2.241278  0.004
H: -0.899117 -4.253271 5.635664  0.000
H: -2.049768 4.430069 -0.412009  0.000
H: 2.235754 0.430772 -4.872282  0.000
H: -0.686226 -5.348252 7.890915  0.000
H: -1.025766 -2.776425 -0.442921  0.001
H: 6.426967 2.242517 -4.167853  0.000
H: -2.294535 1.485132 -4.776219  0.000
H: 1.760896 2.136167 -3.724684  0.000
H: 0.437521 -4.089962 9.771171  0.000
H: -2.252825 6.819199 -1.755602  0.000

Forces on atoms 1 to 2 (eV/Å):
-1.4 -3.5 4.0
1.6 -0.1 -2.3

Computed properties:
- Net charge: 0
- 2S+1: 4
- Frontier orbital gap (alpha / beta): 7.4 / 7.6 eV
- Highest occupied orbital energy (alpha / beta): -7.655 / -8.235 eV

Record 2
C29H35F5N4P2Pd as an isolated structure in a non-equilibrium geometry, computed with ωB97M-V/def2-TZVPD.

Last column: Löwdin spin population.
Element x y z (Å)
Pd: -2.035243 2.934806 2.820422  1.039
P: -1.348669 -2.104168 -0.206687  -0.003
P: -0.519116 0.787112 -2.421775  -0.002
F: 0.377622 5.925346 4.673928  0.013
F: 0.535488 3.748802 4.579792  0.006
F: -2.455408 5.640638 3.950468  0.067
F: -0.891834 5.544872 2.385394  0.067
F: -1.031683 4.712550 5.791324  0.002
N: -0.326146 -3.458934 0.284657  0.022
N: 1.085613 0.429140 -3.078301  0.027
N: -1.029010 1.567519 -3.965318  0.014
N: -2.729822 -3.188048 -0.533761  0.017
C: 1.685111 1.181655 0.685038  0.005
C: -1.513001 1.990993 -6.148286  0.030
C: -2.595601 2.474706 -5.338638  0.036
C: 1.148201 0.032611 2.980674  0.000
C: -0.660456 -2.042050 -1.920095  0.003
C: 0.726875 0.335791 1.556886  0.011
C: -4.877336 -3.916704 -0.445060  0.059
C: -2.844510 -4.276082 -1.399295  0.155
C: 1.522699 -0.628480 -3.893702  0.250
C: 2.977256 2.900982 2.129514  0.004
C: 2.272478 0.385098 3.601186  0.001
C: -2.272220 2.216538 -4.016434  0.081
C: 0.139802 -4.560681 -0.441100  0.182
C: 0.772116 -5.434661 0.437374  0.061
C: -0.003842 -3.658576 1.630274  0.180
C: 2.115533 2.544074 1.167990  0.002
C: -4.154444 -4.744728 -1.363892  0.066
C: -3.979545 -2.983072 0.060579  0.168
C: -1.279331 -0.896129 -2.742988  -0.001
C: -1.406703 4.875588 3.482989  0.284
C: 3.570376 0.557458 2.879685  0.000
C: -0.354522 4.783249 4.622778  0.036
C: 3.935732 2.048271 2.917275  0.001
C: 3.362610 0.444091 -3.090862  0.094
C: 2.919050 -0.640090 -3.914586  0.092
C: -0.572480 1.438696 -5.286595  0.088
C: 2.233734 1.076152 -2.597538  0.256
C: -1.651047 1.710784 4.337552  0.337
C: 0.696508 -4.851152 1.745781  0.074
H: 0.431429 -1.938063 -1.818241  0.003
H: 0.340803 -0.433911 3.557223  0.000
H: -1.778726 2.291746 5.273332  0.030
H: 1.102819 -5.244485 2.666063  0.001
H: 1.543353 3.346578 0.677957  0.000
H: 0.593509 -0.624996 1.019476  0.001
H: 2.154409 1.925305 -1.948225  0.008
H: -0.861312 -2.971530 -2.466614  0.000
H: -2.006983 -4.594967 -2.004017  0.000
H: 1.224914 -6.384382 0.171670  0.000
H: 4.376664 -0.066233 3.288323  0.000
H: -4.113185 -2.167934 0.757711  0.006
H: 0.406138 1.020174 -5.496916  0.000
H: -0.270016 -2.899959 2.350796  0.006
H: -3.497351 2.956219 -5.689537  0.001
H: -2.328238 0.831764 4.337742  0.050
H: 3.987362 2.440333 3.948475  0.000
H: 0.819949 -1.313265 -4.363782  0.005
H: 2.554123 0.566054 0.441920  0.001
H: -1.428519 2.040312 -7.227730  0.000
H: 4.376156 0.734866 -2.873662  0.001
H: -5.922700 -3.985012 -0.189216  0.001
H: 4.957514 2.158429 2.531638  0.000
H: 1.205647 1.327437 -0.287961  0.002
H: 3.416900 0.270852 1.838857  0.000
H: -0.599531 1.449670 4.236197  0.037
H: -2.350109 -0.767578 -2.494263  0.000
H: -0.281997 0.797022 1.579898  0.016
H: -1.168199 -1.126992 -3.812313  0.000
H: 0.035520 -4.611570 -1.519981  0.003
H: 2.277280 0.591970 4.682958  0.000
H: 3.048389 3.964026 2.390015  0.000
H: 3.530979 -1.359756 -4.447289  0.001
H: -4.539633 -5.579166 -1.932104  0.001
H: -2.782196 2.453073 -3.095048  0.003

Forces on atoms 1 to 2 (eV/Å):
0.1 1.3 0.1
-0.2 -2.5 -0.6

Computed properties:
- ΔE to the lowest compared entry with this formula, charge and spin: 0.0 kcal/mol
- Net charge: +2
- 2S+1: 5
- Frontier orbital gap (alpha / beta): 5.7 / 3.2 eV
- Highest occupied orbital energy (alpha / beta): -11.292 / -13.185 eV

Record 3
A 2-piece molecular cluster, C3H8NO overall, computed with ωB97M-V/def2-TZVPD.

Last column: Löwdin spin population.
Element x y z (Å)
O: -2.131444 -1.605190 -1.340784  0.001
N: 1.698519 0.208801 0.128988  0.284
C: -2.915552 -1.329979 -0.478076  0.000
C: 0.298968 0.185512 0.520624  0.017
C: 2.388592 1.373511 -0.098927  0.578
H: 3.424772 1.331503 -0.379580  0.049
H: -2.733422 -0.516599 0.246613  0.000
H: 2.033782 -0.650954 -0.267223  0.005
H: 0.077611 1.144611 0.983501  0.002
H: 1.919184 2.303551 0.170019  0.052
H: -0.336649 0.024494 -0.352451  0.008
H: -3.881284 -1.857110 -0.383156  0.000
H: 0.156924 -0.612146 1.250452  0.003

Forces on atoms 1 to 2 (eV/Å):
0.1 0.0 0.0
-0.2 -0.2 0.3

Computed properties:
- ΔE to the lowest compared entry with this formula, charge and spin: 16.0 kcal/mol
- Net charge: 0
- 2S+1: 2
- Frontier orbital gap (alpha / beta): 6.5 / 10.7 eV
- Highest occupied orbital energy (alpha / beta): -5.777 / -9.963 eV

no.,DFT total energy (eV)
1,-90222.0712
2,-72221.6421
3,-6775.3727